Computed, not measured: the ion CH5N3O3P with charge -1, with ωB97M-V with the def2-TZVPD basis set.

Geometry as XYZ:
```
13
Properties=species:S:1:pos:R:3:mulliken_charge:R:1
N 0.4898 0.1186 -2.0485 -0.401
N -0.3986 0.9837 -1.3783 -0.527
C -0.6516 0.7101 -0.1928 0.296
N -1.4653 1.3152 0.6930 -0.475
P 0.3616 -0.9831 0.8771 0.754
O 0.2371 -0.5250 2.2928 -0.776
O -0.2020 -2.2511 0.3596 -0.642
O 1.9950 -0.7519 0.4959 -0.491
H 0.3113 -0.0141 -3.0285 0.238
H 0.4145 -0.7648 -1.4866 0.202
H -2.4341 1.4213 0.4773 0.211
H -1.1139 1.0800 1.6430 0.306
H 2.4561 -0.3390 1.2959 0.305
```

Properties
LUMO level = 4.19 eV
net charge = -1
energy relative to the best compared isomer or geometry (same formula, charge and spin) = 190.4 kJ/mol


Computed, not measured: a structure of composition C33H26Br2CrN2O5P, with ωB97M-V with the def2-TZVPD basis set.

Geometry as XYZ:
```
70
Properties=species:S:1:pos:R:3:mulliken_spin:R:1
Cr -0.1027 1.4684 -1.5070 3.135
Br -1.5111 3.0318 -4.6067 0.003
C -2.1881 1.2891 -5.0729 -0.001
Br -1.1735 -0.2812 -4.5901 0.007
H -2.2626 1.2744 -6.1511 0.001
H -3.1486 1.1941 -4.5848 0.000
O -1.9932 3.9238 1.4165 0.004
C -1.6370 2.8652 0.8986 0.011
O -0.8184 2.7224 -0.0387 -0.064
C -2.3058 1.5841 1.5280 0.024
C -3.1898 1.8535 2.5812 -0.004
C -3.9144 0.8640 3.2190 0.000
C -3.7977 -0.4560 2.7974 -0.001
C -2.9351 -0.7434 1.7591 -0.008
C -2.1768 0.2529 1.1370 -0.030
P -1.0097 -0.3486 -0.1537 0.010
C 0.1544 -1.4677 0.6948 -0.078
C 1.2765 -1.8263 -0.0552 0.055
C 2.2853 -2.5974 0.4995 0.004
C 2.2052 -2.9914 1.8285 -0.001
C 1.1095 -2.6171 2.5906 0.002
C 0.0875 -1.8633 2.0272 -0.011
C -2.0548 -1.4847 -1.1387 -0.028
C -1.6644 -2.7866 -1.4377 -0.003
C -2.4480 -3.5913 -2.2583 0.000
C -3.6369 -3.1040 -2.7755 0.003
C -4.0407 -1.8110 -2.4661 0.004
C -3.2587 -1.0018 -1.6589 0.002
H -3.2910 2.8902 2.8700 0.001
H -4.5760 1.1232 4.0367 0.000
H -4.3704 -1.2497 3.2608 0.000
H -2.8555 -1.7687 1.4131 0.001
H 1.3738 -1.4703 -1.0763 0.054
H 3.1490 -2.8621 -0.0978 -0.002
H 3.0058 -3.5672 2.2757 -0.001
H 1.0546 -2.8956 3.6358 0.001
H -0.7484 -1.5557 2.6426 -0.005
H -0.7403 -3.1793 -1.0346 0.001
H -2.1258 -4.6000 -2.4856 0.000
H -4.2516 -3.7291 -3.4116 0.000
H -4.9737 -1.4269 -2.8616 0.000
H -3.5638 0.0104 -1.4370 -0.001
O 1.4008 0.4286 6.3408 0.002
C 2.4184 0.1290 5.4888 0.003
O 3.3943 -0.4186 5.9334 0.016
C 2.2373 0.4891 4.0626 0.059
C 1.0902 1.0877 3.5397 -0.022
C 0.9597 1.3698 2.1979 0.070
C 2.0024 1.0767 1.2854 -0.137
C 3.1681 0.4855 1.8371 0.096
C 3.2697 0.2003 3.1797 -0.027
N 1.8270 1.3104 -0.0879 0.224
C 2.9294 1.3824 -0.8309 0.154
C 2.8976 1.5257 -2.2178 0.174
C 4.1138 1.6069 -2.9500 0.058
C 4.1012 1.7077 -4.3075 0.022
C 2.8525 1.7281 -4.9627 0.160
C 1.7154 1.6577 -4.1928 -0.018
N 1.6900 1.5697 -2.8552 0.095
H 0.7002 0.8779 5.8568 0.000
H 0.2598 1.3521 4.1745 -0.001
H 0.0691 1.8603 1.8219 0.005
H 3.9913 0.1830 1.2144 0.022
H 4.1592 -0.2756 3.5725 0.000
H 3.9152 1.3794 -0.3924 0.063
H 5.0430 1.5786 -2.3946 0.001
H 5.0261 1.7666 -4.8675 0.003
H 2.7670 1.8022 -6.0368 0.011
H 0.7578 1.6815 -4.6829 0.010
O -1.6941 1.3860 -1.9387 -0.129
```

Properties
LUMO level (spin up / spin down) = 2.29 / 1.95 eV
net charge = -1
energy relative to the best compared isomer or geometry (same formula, charge and spin) = 97.3 kJ/mol
2S+1 = 5
⟨S²⟩ = 6.11


Computed, not measured: a structure of composition C5H8O2, with ωB97M-V with the def2-TZVPD basis set.

Geometry as XYZ:
```
15
Properties=species:S:1:pos:R:3:mulliken_charge:R:1
C -1.5206 -0.7670 -0.0323 -1.343
C -0.5257 0.3839 -0.0783 1.010
O -1.1408 1.5716 -0.4459 -0.631
C 0.5882 0.3743 1.0433 -0.894
C 1.5143 -0.5857 0.0685 -0.618
C 0.7299 0.1999 -0.9040 0.557
O 1.1294 1.0480 -1.6812 -0.646
H -2.4417 -0.4676 0.4789 0.387
H -1.7781 -1.0399 -1.0595 0.316
H -1.1133 -1.6481 0.4739 0.297
H -0.5489 1.9038 -1.1554 0.363
H 0.9077 1.4098 1.2157 0.296
H 0.3638 -0.1329 1.9800 0.333
H 2.5872 -0.6135 -0.1640 0.310
H 1.1725 -1.5934 0.3072 0.260
```

Properties
LUMO level = 0.91 eV
energy relative to the best compared isomer or geometry (same formula, charge and spin) = 149.9 kJ/mol


Computed, not measured: a structure of composition C53H47BrN3O6PS4V, with ωB97M-V with the def2-TZVPD basis set.

Geometry as XYZ:
```
116
Properties=species:S:1:pos:R:3:mulliken_spin:R:1
V -0.9986 -0.8300 0.8738 1.973
O 3.4554 1.4526 2.7247 -0.001
C 3.9664 1.0617 1.5449 0.004
C 5.2447 1.4921 1.1861 0.000
C 5.8171 1.0729 0.0030 0.000
C 5.1386 0.1933 -0.8224 0.000
C 3.8669 -0.2219 -0.4805 0.011
C 3.2482 0.2382 0.6701 0.005
C 1.7890 -0.1425 0.8844 -0.016
O 1.3025 0.1826 2.1262 0.008
N 1.0819 0.5106 -0.2460 0.106
N -0.2832 0.6182 -0.2302 0.265
C -0.8181 1.3788 -1.1699 0.066
C -2.1756 1.6468 -1.2577 0.020
Br -3.1688 0.8680 0.2501 0.020
C -2.9516 2.4021 -2.1193 0.377
C -2.7352 2.7592 -3.4717 -0.112
C -3.5228 3.7981 -4.0195 0.129
C -3.4254 4.1552 -5.3418 -0.071
C -2.5546 3.4764 -6.1861 0.146
C -1.7767 2.4448 -5.6722 -0.087
C -1.8412 2.1011 -4.3410 0.113
H 2.5690 0.9968 2.7726 0.004
H 5.7763 2.1460 1.8617 0.000
H 6.8038 1.4229 -0.2665 0.000
H 5.6011 -0.1650 -1.7278 0.000
H 3.3348 -0.9265 -1.0991 -0.005
H 1.7087 -1.2315 0.7053 0.000
H 1.5500 1.3580 -0.5729 0.018
H -0.1516 1.9022 -1.8612 0.009
H -3.8998 2.7243 -1.7070 0.038
H -4.2024 4.3211 -3.3597 0.006
H -4.0404 4.9597 -5.7291 -0.004
H -2.4869 3.7452 -7.2306 0.014
H -1.1271 1.9022 -6.3456 -0.006
H -1.2449 1.2857 -3.9603 0.052
O 2.0825 -2.6222 2.5666 -0.003
S 0.6502 -2.6545 2.6992 0.009
O 0.0820 -3.9365 3.0472 -0.001
O -0.0582 -2.1254 1.5083 -0.060
C 0.2685 -1.6659 4.1734 0.018
C 0.5711 -2.3921 5.3125 -0.003
C 0.2879 -1.8948 6.5708 0.001
C -0.3433 -0.6657 6.6768 -0.001
C -0.6258 0.0647 5.5408 -0.003
C -0.3018 -0.4073 4.2644 -0.014
P -0.6281 0.6391 2.7978 -0.008
C -2.2062 1.4803 3.5805 -0.019
C -2.1403 2.6729 4.3058 -0.001
C -3.2583 3.2591 4.8671 0.000
C -4.5074 2.6954 4.6945 -0.001
C -4.6078 1.5405 3.9403 -0.001
C -3.4784 0.9402 3.4089 0.005
C 0.3850 2.1400 3.1971 0.015
C 1.2200 2.1846 4.3116 0.003
C 1.9264 3.3309 4.6210 0.000
C 1.8223 4.4501 3.8148 0.000
C 1.0192 4.4084 2.6876 0.001
C 0.3040 3.2630 2.3793 0.005
H 1.0296 -3.3576 5.1733 0.000
H 0.5501 -2.4575 7.4542 0.000
H -0.6148 -0.2611 7.6434 0.000
H -1.1081 1.0248 5.6320 0.000
H -1.1971 3.1687 4.4731 0.000
H -3.1358 4.1632 5.4487 0.000
H -5.3862 3.1506 5.1336 0.000
H -5.5761 1.0997 3.7501 0.000
H -3.6040 0.0308 2.8427 -0.005
H 1.3363 1.3099 4.9324 -0.001
H 2.5694 3.3386 5.4905 0.000
H 2.3766 5.3462 4.0575 0.000
H 0.9488 5.2749 2.0436 0.000
H -0.3375 3.2378 1.5054 -0.006
C 1.0515 -0.0752 -6.0994 -0.001
C 1.4160 -0.9497 -4.8915 -0.005
C 2.2934 -0.1121 -3.9620 -0.003
C 2.2394 -2.1510 -5.3760 0.001
C 0.1633 -1.4736 -4.2000 0.018
C -0.7448 -2.2103 -4.9668 -0.002
C -1.8568 -2.7971 -4.4018 0.001
C -2.0819 -2.6124 -3.0548 -0.018
S -3.3795 -3.2809 -2.1121 0.004
C -2.6804 -2.5052 -0.6967 0.020
N -1.5936 -1.7891 -0.9304 -0.072
C -1.2126 -1.8541 -2.2434 0.043
C -0.0747 -1.3020 -2.8437 0.006
C -3.1992 -2.6607 0.6136 0.055
C -4.2243 -3.5638 0.9350 0.001
C -4.5664 -3.7560 2.2542 0.003
C -3.8809 -3.0675 3.2486 -0.002
C -2.8819 -2.1599 2.9194 -0.014
C -2.5371 -1.9053 1.6032 -0.048
H 1.9618 0.2840 -6.5809 0.000
H 0.4755 0.7845 -5.7706 0.002
H 0.4708 -0.6251 -6.8361 0.000
H 3.1847 0.2146 -4.4999 0.000
H 2.6107 -0.7007 -3.1081 0.002
H 1.7613 0.7717 -3.6123 0.002
H 3.1554 -1.8018 -5.8545 0.000
H 1.6789 -2.7491 -6.0918 0.000
H 2.4986 -2.7858 -4.5335 0.000
H -0.5774 -2.3585 -6.0230 -0.001
H -2.5273 -3.4053 -4.9890 0.001
H 0.6320 -0.7885 -2.2133 -0.014
H -4.7210 -4.1065 0.1397 0.001
H -5.3488 -4.4587 2.5188 0.000
H -4.1215 -3.2303 4.2907 0.000
H -2.3736 -1.6508 3.7321 0.006
C 5.0633 -2.9610 -2.8614 0.000
O 3.7517 -2.8745 -2.3664 0.000
C 3.1839 -4.0046 -1.8764 0.000
S 4.0336 -5.4390 -1.8564 0.000
S 1.6102 -3.8314 -1.3640 0.000
H 5.2481 -2.0220 -3.3809 0.000
H 5.1534 -3.8135 -3.5430 0.000
H 5.7821 -3.0953 -2.0470 0.000
```

Properties
LUMO level (spin up / spin down) = 3.80 / 3.77 eV
net charge = -2
2S+1 = 4
⟨S²⟩ = 3.80


Computed, not measured: the molecule C4H5NO3, with ωB97M-V with the def2-TZVPD basis set.

Geometry as XYZ:
```
13
Properties=species:S:1:pos:R:3:mulliken_charge:R:1
H -1.6895 -1.5811 1.2321 0.282
N -0.7003 -1.8379 1.1362 -0.645
C -0.0192 -0.8930 0.6284 0.535
O 1.2588 -0.8835 0.3678 -0.317
C 1.3518 -0.9932 -1.0939 0.085
O 2.3146 -0.5319 -1.6625 -0.401
C -0.7796 0.3719 -0.0859 0.715
C -0.2326 1.7148 0.3058 -1.094
O -1.8892 0.1903 -0.5527 -0.527
H 0.6709 -1.7587 -1.4824 0.409
H -0.9429 2.5089 0.0664 0.343
H -0.0346 1.7718 1.3789 0.297
H 0.6917 1.9217 -0.2382 0.317
```

Properties
LUMO level = -0.70 eV
energy relative to the best compared isomer or geometry (same formula, charge and spin) = 214.9 kJ/mol


Computed, not measured: the molecule C5H9NO, with ωB97M-V with the def2-TZVPD basis set.

Geometry as XYZ:
```
16
Properties=species:S:1:pos:R:3:mulliken_charge:R:1
N -0.6564 1.4763 -0.4489 -0.675
C -0.5694 0.4268 0.4943 0.582
C 0.7947 0.3578 1.1453 -0.344
C 1.6998 -0.1246 -0.0530 -0.624
O 0.6533 -0.6442 -1.0507 -0.536
C -0.3921 -0.9464 -0.1369 0.079
C -1.6864 -0.6363 0.2056 -0.925
H 0.3262 1.2732 -1.2197 0.294
H -1.4101 1.7778 -1.1247 0.290
H 0.8442 1.4922 1.3726 0.367
H 0.7762 -0.3623 2.1768 0.227
H 2.2816 0.7245 -0.5707 0.250
H 2.3295 -0.9849 0.0136 0.320
H -0.0302 -1.6912 0.4991 0.259
H -2.0987 -1.4298 0.7717 0.242
H -2.7295 -0.4439 -0.3023 0.194
```

Properties
LUMO level = 0.98 eV
energy relative to the best compared isomer or geometry (same formula, charge and spin) = 761.1 kJ/mol


Number 1: DFT total energy -772.5505 a.u., F_max 4.91 eV Å⁻¹. Number 2: DFT total energy -8292.7989 a.u., F_max 0.92 eV Å⁻¹. Number 3: DFT total energy -345.7478 a.u., F_max 1.02 eV Å⁻¹. Number 4: DFT total energy -8115.7134 a.u., F_max 3.85 eV Å⁻¹. Number 5: DFT total energy -435.8386 a.u., F_max 5.27 eV Å⁻¹. Number 6: DFT total energy -325.6477 a.u., F_max 5.91 eV Å⁻¹.